Entry 1:
A 3-piece molecular cluster, C17H25N3O3 overall in a non-equilibrium geometry, computed with the ωB97M-V functional and the def2-TZVPD basis.

Geometry (Å):
C  0.34938  -4.46652  2.78361
C  -0.49692  -3.66502  1.81874
N  -0.74310  -2.33317  2.32426
O  -1.23976  -1.50002  1.26629
C  -0.42470  -0.41515  1.15165
O  -0.77866  0.63965  1.51575
O  0.74231  -0.71290  0.63483
C  1.28551  0.31668  -0.24120
C  2.02780  1.35968  0.60300
C  2.22322  -0.40822  -1.17635
C  3.27978  -1.20274  -0.40756
H  0.60863  -5.38543  2.27203
H  1.28439  -3.95287  2.98049
H  -0.17741  -4.65957  3.70768
H  0.06337  -3.59380  0.88233
H  -1.43896  -4.15226  1.60415
H  0.08654  -1.92610  2.74208
H  0.48886  0.81344  -0.78214
H  2.90242  1.74084  0.09284
H  2.32970  0.85193  1.51268
H  1.35641  2.14250  0.92085
H  2.72625  0.27613  -1.84177
H  1.60734  -1.10765  -1.73372
H  4.12979  -1.42020  -1.04187
H  3.66788  -0.63227  0.42748
H  2.88241  -2.13091  -0.01921
C  -4.21156  1.13405  3.28463
C  -3.07028  1.89049  3.07323
C  -3.03151  3.17141  3.60604
N  -4.02607  3.71908  4.30516
C  -5.11368  2.97452  4.49442
C  -5.25701  1.68327  4.01025
H  -4.28372  0.12841  2.88815
H  -2.23082  1.49390  2.50858
H  -2.15835  3.80114  3.46984
H  -5.90790  3.44517  5.06476
H  -6.16426  1.12431  4.19727
C  1.10241  1.11488  -6.82138
C  1.53031  -0.11836  -6.35874
C  2.00742  -0.20282  -5.06011
N  2.08204  0.83587  -4.22979
C  1.66710  2.01427  -4.69328
C  1.17002  2.20719  -5.97277
H  0.72166  1.22322  -7.82907
H  1.49514  -0.99616  -6.98923
H  2.35020  -1.14939  -4.65465
H  1.74091  2.84223  -3.99600
H  0.84548  3.18726  -6.29427

Output
relative energy (zero: lowest compared OMol25 entry of this formula, charge and spin): 123.8 kcal per mole
gap between HOMO and LUMO: 0.36134 Ha
calculated total energy: -28644.946 eV
highest occupied orbital energy: -0.336 hartree

Entry 2:
C17H25N3O3S2 in the gas phase, computed with the ωB97M-V functional and the def2-TZVPD basis.

Geometry (Å):
C  -3.38282  -3.67176  1.18831
O  -2.35646  -2.83263  1.67795
C  -1.13456  -2.93441  1.00625
C  -1.12654  -2.29860  -0.40012
N  -1.60065  -0.93137  -0.36370
C  -0.81776  0.08239  0.07805
S  0.86018  -0.27272  0.44337
C  1.41616  1.38853  0.94791
C  2.91092  1.39278  1.24510
O  3.29822  1.54475  2.38752
N  3.75380  1.26945  0.20170
C  3.41424  1.00012  -1.17571
C  3.85198  -0.41596  -1.55659
C  5.35356  -0.59347  -1.32308
C  5.79226  -2.01840  -1.64478
C  5.67584  -0.23193  0.12814
C  5.17875  1.17482  0.45550
N  -1.20594  1.31249  0.21802
C  -2.49031  1.58881  -0.06709
C  -3.35850  0.64459  -0.53497
C  -2.94537  -0.71250  -0.74806
O  -3.60783  -1.61721  -1.21300
S  -4.96873  1.23578  -0.85086
C  -4.57260  2.83610  -0.02014
C  -3.05368  2.97164  0.05272
H  -3.03363  -4.70774  1.10841
H  -4.18786  -3.61532  1.91805
H  -3.75632  -3.33511  0.21683
H  -0.41252  -2.41818  1.64451
H  -0.82762  -3.98607  0.90067
H  -0.11093  -2.32596  -0.80211
H  -1.80457  -2.84027  -1.06426
H  0.88770  1.63935  1.86663
H  1.13696  2.09103  0.16434
H  2.34710  1.12096  -1.34771
H  3.94726  1.72655  -1.80202
H  3.60717  -0.60041  -2.60362
H  3.30040  -1.13259  -0.94436
H  5.89254  0.09716  -1.98263
H  5.56903  -2.26298  -2.68063
H  5.27358  -2.72859  -1.00473
H  6.86200  -2.13262  -1.48729
H  6.75137  -0.28459  0.30144
H  5.18754  -0.94397  0.79645
H  5.34595  1.41266  1.50667
H  5.69483  1.91311  -0.16799
H  -5.02036  2.79150  0.97265
H  -5.04520  3.63170  -0.59009
H  -2.67022  3.57667  -0.77430
H  -2.73712  3.44119  0.98411

Output
relative energy (zero: lowest compared OMol25 entry of this formula, charge and spin): 17.6 kcal per mole
gap between HOMO and LUMO: 0.30418 Ha
calculated total energy: -50318.964 eV
highest occupied orbital energy: -0.284 hartree

Entry 3:
C17H25N3O4S in the gas phase in a non-equilibrium geometry, computed with the ωB97M-V functional and the def2-TZVPD basis.

Geometry (Å):
C  -4.30962  1.91664  0.94435
N  -2.87352  1.99171  1.00373
C  -2.01083  0.99776  1.23342
O  -2.36910  -0.18690  1.24566
C  -0.55246  1.37097  1.57376
C  -0.12067  1.05560  3.06104
C  0.54176  -0.32946  3.30317
C  -0.18618  -1.50577  3.07946
C  0.46209  -2.74815  3.26550
C  1.78069  -2.81550  3.78090
O  2.40581  -4.00599  3.98100
C  2.47766  -1.60577  3.98888
C  1.85363  -0.38245  3.74631
N  0.37371  0.72987  0.62517
C  0.36580  0.94383  -0.67321
O  -0.30570  1.81842  -1.23178
C  1.25657  -0.00189  -1.48325
C  0.39067  -1.23479  -1.87940
C  -0.87345  -0.96917  -2.65798
S  -1.54619  -2.36358  -3.68274
C  -2.75952  -1.48708  -4.67144
N  1.80532  0.63638  -2.63558
C  2.82672  1.50171  -2.53615
C  3.25285  2.27743  -3.77565
O  3.48594  1.65931  -1.51752
H  -4.76742  2.79447  1.42994
H  -4.66147  1.02231  1.43784
H  -4.62097  1.82729  -0.08527
H  -2.50147  2.88488  0.96301
H  -0.41411  2.43241  1.44749
H  -1.02352  1.14726  3.72064
H  0.62423  1.81163  3.36494
H  -1.20173  -1.46891  2.75736
H  -0.10230  -3.70267  3.15658
H  3.23752  -3.93286  4.41851
H  3.48912  -1.63024  4.39378
H  2.41945  0.52651  3.85764
H  0.93469  -0.00959  0.98686
H  2.04937  -0.37917  -0.88572
H  0.11662  -1.85752  -1.00533
H  0.98507  -1.91849  -2.46584
H  -1.62778  -0.62963  -1.95820
H  -0.70248  -0.13350  -3.34784
H  -2.36582  -0.51387  -4.91553
H  -3.00447  -2.02944  -5.59396
H  -3.65344  -1.35626  -4.08385
H  1.26155  0.56919  -3.45141
H  3.90764  1.60779  -4.36512
H  2.42804  2.54708  -4.42348
H  3.82170  3.12815  -3.44070

Output
relative energy (zero: lowest compared OMol25 entry of this formula, charge and spin): 21.1 kcal per mole
gap between HOMO and LUMO: 0.33727 Ha
calculated total energy: -41531.413 eV
highest occupied orbital energy: -0.312 hartree

Entry 4:
A 2-piece molecular cluster, C17H25N5O3 overall in a non-equilibrium geometry, computed with the ωB97M-V functional and the def2-TZVPD basis.

Geometry (Å):
C  -1.82457  -0.62040  0.39708
C  -2.55156  0.45511  1.20368
N  -2.53087  1.74440  0.49117
C  -3.55683  2.33484  -0.25430
N  -4.81993  1.78025  -0.41470
C  -5.76264  2.14503  -1.35614
C  -7.11765  1.46141  -1.31295
O  -5.56729  2.94293  -2.25753
N  -3.18989  3.49470  -0.73457
C  -1.87904  3.66693  -0.33817
C  -1.03086  4.73543  -0.62054
C  0.28180  4.71773  -0.12832
C  0.72680  3.63232  0.64251
C  -0.13923  2.56586  0.92449
C  -1.44531  2.59592  0.42220
H  -2.30901  -0.76162  -0.57357
H  -1.83882  -1.57187  0.93694
H  -0.78181  -0.33690  0.22772
H  -3.58142  0.13971  1.39229
H  -2.06708  0.57303  2.17841
H  -5.06232  1.01392  0.19408
H  -7.76005  1.84407  -2.11133
H  -6.99978  0.38341  -1.44505
H  -7.60016  1.65593  -0.35226
H  -1.40291  5.55902  -1.22032
H  0.94994  5.54610  -0.34325
H  1.74191  3.62259  1.02756
H  0.19975  1.72960  1.52737
C  2.30650  -4.06949  -0.97873
N  1.67174  -3.65594  0.27260
C  1.91795  -2.59109  1.05011
O  1.16101  -2.38512  1.99321
C  3.08510  -1.59691  0.80247
C  2.60205  -0.37356  0.01245
N  4.27619  -2.12071  0.12698
C  5.09588  -3.02010  0.66757
C  6.33964  -3.36201  -0.11899
O  4.88216  -3.56295  1.74074
H  1.66190  -4.78003  -1.49851
H  2.46852  -3.20829  -1.62837
H  3.25862  -4.55884  -0.76682
H  0.91344  -4.22836  0.61003
H  3.39639  -1.25241  1.79061
H  3.40707  0.35681  -0.07799
H  1.76838  0.08966  0.54097
H  2.26634  -0.67321  -0.98124
H  4.52663  -1.71946  -0.76018
H  6.94669  -2.46665  -0.24033
H  6.90713  -4.11097  0.43285
H  6.05953  -3.75983  -1.09198

Output
relative energy (zero: lowest compared OMol25 entry of this formula, charge and spin): 27.5 kcal per mole
gap between HOMO and LUMO: 0.31670 Ha
calculated total energy: -31629.238 eV
highest occupied orbital energy: -0.300 hartree

Entry 5:
C17H25N5O3PdSb as an isolated structure in a non-equilibrium geometry, computed with the ωB97M-V functional and the def2-TZVPD basis.

Geometry (Å):
Pd  0.06478  0.13537  -2.25413
N  1.54752  0.48864  -3.98830
N  0.66093  0.69094  -5.07662
C  -0.40303  1.69035  -4.97218
O  -0.84258  2.08028  -6.04354
O  -0.74573  1.96582  -3.80102
H  2.33636  1.14292  -3.93782
H  1.88973  -0.47076  -4.03966
H  1.10141  0.70903  -5.98187
C  1.41784  3.30772  1.53280
Sb  0.79324  2.24146  -0.26965
C  1.64607  3.65706  -1.61290
C  2.44160  0.88135  0.00381
H  2.40204  3.76064  1.51106
H  1.35745  2.63357  2.41285
H  0.68246  4.11613  1.69453
H  2.48716  3.23353  -2.16650
H  1.99365  4.56071  -1.09865
H  0.85620  3.87851  -2.32079
H  3.40882  1.27397  -0.27698
H  2.29451  -0.04474  -0.61629
H  2.56556  0.57182  1.05434
C  -1.62304  2.28246  3.73290
C  -1.59231  0.84954  3.33349
C  -2.70690  0.02848  3.46986
C  -2.63046  -1.30205  3.10623
C  -1.44298  -1.86327  2.66393
N  -1.40692  -3.27362  2.46778
C  -0.43380  -4.09856  1.90976
O  -0.25190  -5.20970  2.39703
N  0.31618  -3.63087  0.85803
C  -0.08018  -2.99987  -0.36160
C  -0.93954  -1.91441  -0.47208
C  -1.23047  -1.35461  -1.73635
C  -0.59196  -1.94667  -2.85859
N  0.20832  -3.05749  -2.75544
C  0.44236  -3.54505  -1.54614
C  -0.31610  -1.05321  2.54991
C  -0.40140  0.30343  2.88748
H  -2.64432  2.63822  3.92844
H  -1.15977  2.88462  2.97763
H  -1.03706  2.43734  4.66269
H  -3.60076  0.46373  3.89310
H  -3.49288  -1.94554  3.21167
H  -1.93954  -3.81772  3.12096
H  0.98431  -4.33054  0.64308
H  -1.42102  -1.48338  0.38768
H  -2.20698  -0.87278  -1.88912
H  -0.89490  -1.69774  -3.88474
H  1.04502  -4.44972  -1.50611
H  0.61082  -1.46239  2.22099
H  0.48222  0.91703  2.83506

Output
relative energy (zero: lowest compared OMol25 entry of this formula, charge and spin): 2.8 kcal per mole
gap between HOMO and LUMO: 0.24807 Ha
calculated total energy: -41645.786 eV
highest occupied orbital energy: -0.152 hartree
charge: -1